Molecular formula: C26H49N2O9S
Method: DFT, ωB97M-V/def2-TZVPD

Last column: Mulliken spin population.
Atoms and positions in Å:
C  -0.046  0.260  -1.723  0.046
C  -0.657  -1.195  -1.388  0.025
C  -2.010  -1.291  -2.286  0.013
C  -1.150  -1.277  0.137  0.008
C  0.062  -1.449  1.171  0.000
N  0.809  -0.182  1.481  0.000
C  1.444  -0.288  2.579  0.000
S  2.411  -0.358  3.917  0.000
C  0.980  -2.652  0.648  -0.007
C  1.345  -2.604  -0.914  0.051
C  2.636  -1.659  -1.203  0.021
C  1.867  -4.110  -1.293  0.012
N  0.196  -2.334  -1.828  0.292
O  0.567  -2.209  -3.078  0.575
H  0.398  0.332  -2.768  -0.009
H  -0.941  0.975  -1.713  -0.003
H  0.675  0.647  -0.936  -0.003
H  -2.263  -2.413  -2.324  -0.005
H  -1.770  -0.989  -3.355  0.000
H  -2.875  -0.708  -1.828  0.000
H  -1.777  -2.240  0.213  -0.010
H  -1.863  -0.429  0.406  0.000
H  -0.411  -1.796  2.164  0.000
H  1.918  -2.675  1.290  -0.001
H  0.392  -3.625  0.814  -0.002
H  3.430  -2.028  -0.455  0.000
H  2.453  -0.569  -0.952  -0.003
H  3.048  -1.843  -2.246  0.001
H  1.056  -4.827  -0.901  0.000
H  1.921  -4.282  -2.412  0.000
H  2.818  -4.386  -0.734  -0.001
O  -0.902  3.055  -2.132  0.000
C  -0.190  3.726  -2.842  0.001
O  -0.247  3.587  -4.175  0.000
C  0.411  4.461  -5.109  0.000
C  1.843  4.024  -5.343  0.000
C  0.837  4.650  -2.246  0.000
H  0.335  5.502  -4.790  0.000
H  -0.148  4.380  -6.044  0.000
H  2.434  4.073  -4.427  0.000
H  2.317  4.656  -6.096  0.000
H  1.873  2.986  -5.684  0.000
H  1.739  4.082  -2.012  0.000
H  0.428  5.070  -1.325  0.000
H  1.088  5.497  -2.882  0.000
O  8.144  3.099  4.694  0.000
C  7.366  2.535  5.424  0.000
O  6.353  1.818  4.907  0.000
C  5.494  0.959  5.677  0.000
C  4.345  1.744  6.276  0.000
C  7.453  2.704  6.917  0.000
H  6.064  0.406  6.426  0.000
H  5.099  0.219  4.978  0.000
H  4.699  2.509  6.971  0.000
H  3.665  1.079  6.811  0.000
H  3.787  2.263  5.493  0.000
H  6.937  3.621  7.207  0.000
H  8.506  2.783  7.193  0.000
H  7.053  1.862  7.479  0.000
O  -7.266  3.977  0.091  0.000
C  -6.071  4.057  -0.064  0.000
O  -5.350  2.958  -0.336  0.000
C  -3.964  2.973  -0.724  0.000
C  -3.062  2.998  0.493  0.000
C  -5.356  5.366  0.143  0.000
H  -3.761  3.793  -1.416  0.000
H  -3.793  2.049  -1.279  0.000
H  -3.212  3.901  1.088  0.000
H  -2.014  2.951  0.192  0.000
H  -3.279  2.149  1.146  0.000
H  -5.148  5.498  1.206  0.000
H  -6.010  6.171  -0.198  0.000
H  -4.435  5.458  -0.429  0.000
O  -1.262  -4.738  -0.437  -0.003
C  -2.281  -5.388  -0.464  0.004
O  -2.226  -6.719  -0.630  0.000
C  -3.354  -7.600  -0.486  0.000
C  -4.138  -7.690  -1.780  0.000
C  -3.625  -4.713  -0.415  0.000
H  -3.974  -7.306  0.363  0.000
H  -2.942  -8.582  -0.245  0.000
H  -4.554  -6.723  -2.067  0.000
H  -4.958  -8.405  -1.681  0.000
H  -3.488  -8.011  -2.597  0.000
H  -3.901  -4.386  -1.419  0.000
H  -3.548  -3.842  0.238  0.000
H  -4.415  -5.336  0.001  0.000

**Spin multiplicity**: 2
**Net charge**: 0
**E_LUMO (spin up / spin down)**: 0.1 / 0.1 eV

Molecular formula: C6H14OS
Method: DFT, ωB97M-V/def2-TZVPD

Last column: Mulliken charge in e.
Atoms and positions in Å:
C  1.732  -0.500  1.458  -0.909
C  -1.244  2.944  -1.009  -1.064
C  -0.809  0.849  -2.323  -1.224
C  1.308  -3.224  1.027  -0.882
C  -1.646  0.607  -0.027  -1.063
C  -1.417  1.421  -1.063  0.898
O  0.764  -1.778  3.369  -0.641
S  0.519  -1.725  1.932  0.548
H  1.750  0.306  2.254  0.313
H  2.626  -1.178  1.576  0.345
H  -1.913  3.154  -1.812  0.319
H  -0.095  3.209  -1.166  0.220
H  -1.642  3.519  -0.153  0.340
H  -0.983  -0.185  -2.149  0.333
H  -1.534  1.177  -3.146  0.336
H  0.182  1.188  -2.569  0.339
H  2.338  -2.972  0.605  0.279
H  1.354  -4.150  1.665  0.305
H  0.645  -3.273  0.287  0.321
H  -1.992  1.101  0.869  0.267
H  -1.695  -0.487  -0.129  0.312
H  1.753  -0.002  0.504  0.308

**Spin multiplicity**: 1
**Energy above the lowest of the compared OMol25 structures with the same formula, charge and spin**: 273.22 kJ/mol
**Net charge**: 0
**E_LUMO**: 0.8 eV

Molecular formula: C6H13N
Method: DFT, ωB97M-V/def2-TZVPD

Last column: Mulliken charge in e.
Atoms and positions in Å:
C  -2.289  -0.886  -0.167  -1.435
C  -1.010  -0.585  0.588  0.333
C  -0.723  0.986  0.601  -1.647
C  0.241  -0.368  -0.133  0.290
C  0.380  -0.320  -1.568  -1.082
C  2.421  0.575  0.437  -0.716
N  1.502  -0.577  0.607  -0.455
H  -2.516  -1.935  -0.342  0.411
H  -2.353  -0.320  -1.096  0.301
H  -3.065  -0.464  0.485  0.346
H  -0.907  -1.256  1.435  0.471
H  -0.147  1.215  1.498  0.369
H  -1.688  1.482  0.872  0.463
H  -0.375  1.666  -0.174  0.432
H  -0.005  0.541  -2.099  0.244
H  0.637  -1.186  -2.160  0.299
H  3.046  0.527  -0.452  0.328
H  1.921  1.545  0.423  0.290
H  3.044  0.582  1.334  0.302
H  1.884  -1.223  -0.089  0.455

**Spin multiplicity**: 1
**Energy above the lowest of the compared OMol25 structures with the same formula, charge and spin**: 558.37 kJ/mol
**Net charge**: 0
**E_LUMO**: 0.6 eV

Molecular formula: C24H64CrF4N2O16S4
Method: DFT, ωB97M-V/def2-TZVPD

Last column: Mulliken spin population.
Atoms and positions in Å:
Cr  0.935  -1.127  1.983  1.971
N  -0.142  0.005  0.869  0.040
S  -0.786  0.179  -0.568  -0.004
O  -0.188  1.153  -1.453  -0.001
O  -2.163  -0.203  -0.806  0.001
F  -0.044  -1.202  -1.006  0.014
S  -0.431  1.709  1.226  0.051
O  -1.621  2.374  0.706  -0.009
O  0.872  2.399  1.183  -0.006
F  -0.807  1.649  2.796  0.003
N  0.579  -3.039  1.596  -0.028
S  -0.787  -3.951  0.910  0.002
O  -1.655  -4.797  1.733  -0.017
O  -0.797  -4.174  -0.557  -0.004
F  -1.672  -2.626  0.776  0.003
S  1.177  -4.466  1.865  0.003
O  1.564  -5.354  0.803  -0.008
O  1.021  -5.120  3.169  0.003
F  2.691  -3.927  2.254  0.003
C  4.825  -1.800  -0.367  -0.003
C  3.788  -0.718  0.012  0.017
C  3.323  0.135  -1.177  -0.016
O  2.631  -1.437  0.448  0.028
H  4.862  -2.521  0.450  0.000
H  5.758  -1.281  -0.589  0.000
H  4.482  -2.301  -1.273  0.001
H  4.066  -0.083  0.852  -0.002
H  4.213  0.205  -1.803  0.000
H  2.885  1.086  -0.875  0.007
H  2.552  -0.372  -1.757  0.010
H  2.284  -1.926  -0.302  -0.004
C  3.468  6.119  -1.534  0.000
C  2.876  4.744  -1.532  0.000
C  1.381  4.584  -1.087  0.000
O  2.769  4.341  -2.896  0.000
H  4.360  6.360  -2.112  0.000
H  3.767  6.298  -0.502  0.000
H  2.753  6.862  -1.888  0.000
H  3.521  3.987  -1.086  0.000
H  0.894  3.624  -1.257  0.000
H  0.786  5.344  -1.594  0.000
H  1.338  4.712  -0.006  0.000
H  3.448  4.787  -3.407  0.000
C  2.564  3.518  4.080  0.003
C  3.496  3.675  2.839  -0.003
C  4.461  4.904  2.942  0.000
O  4.269  2.478  2.893  0.002
H  3.069  3.137  4.967  0.000
H  1.890  2.701  3.822  -0.001
H  1.998  4.422  4.305  0.000
H  2.868  3.767  1.953  0.002
H  4.733  5.427  2.025  0.000
H  5.414  4.588  3.365  0.000
H  4.040  5.675  3.588  0.000
H  3.635  1.763  2.796  0.007
C  -4.896  -3.298  -2.470  0.000
C  -4.842  -1.854  -1.928  0.000
C  -6.246  -1.206  -1.761  0.000
O  -4.258  -1.871  -0.628  0.001
H  -3.921  -3.782  -2.526  0.000
H  -5.242  -3.225  -3.501  0.000
H  -5.581  -3.965  -1.947  0.000
H  -4.291  -1.141  -2.541  0.000
H  -6.160  -0.148  -1.510  0.000
H  -6.730  -1.642  -0.886  0.000
H  -7.011  -1.369  -2.520  0.000
H  -3.577  -1.195  -0.660  0.000
C  -5.063  1.521  1.812  0.000
C  -4.362  0.647  2.917  0.000
C  -5.222  -0.233  3.785  0.000
O  -3.361  -0.103  2.270  0.007
H  -5.546  0.949  1.020  0.000
H  -4.472  2.336  1.392  0.000
H  -5.814  2.202  2.212  0.000
H  -3.841  1.353  3.563  0.000
H  -6.032  0.266  4.318  0.000
H  -4.533  -0.786  4.424  0.000
H  -5.737  -0.972  3.171  0.000
H  -3.873  -0.906  2.144  0.000
C  0.257  1.870  -4.810  0.000
C  0.111  0.369  -4.744  0.003
C  -1.412  0.062  -4.643  0.000
O  0.638  -0.300  -5.884  0.001
H  -0.357  2.366  -4.058  0.000
H  -0.144  2.182  -5.775  0.000
H  1.308  2.131  -4.688  0.000
H  0.565  -0.017  -3.831  0.002
H  -1.983  0.715  -3.984  0.000
H  -1.496  -0.998  -4.402  0.000
H  -1.940  0.142  -5.593  0.000
H  1.292  0.364  -6.110  0.000
C  -1.624  -2.559  4.958  -0.002
C  -1.265  -1.077  4.634  -0.007
C  -0.340  -0.364  5.629  0.011
O  -0.850  -1.055  3.273  -0.053
H  -0.896  -3.217  4.483  0.001
H  -2.562  -2.807  4.461  0.000
H  -1.702  -2.669  6.040  0.000
H  -2.163  -0.460  4.649  0.000
H  -0.485  0.716  5.650  0.000
H  0.733  -0.552  5.599  0.001
H  -0.687  -0.672  6.616  0.000
H  -1.641  -0.691  2.869  0.004
C  0.491  -3.277  -3.881  0.194
C  1.779  -3.679  -3.108  0.073
C  3.024  -3.543  -3.973  0.018
O  1.714  -2.954  -1.933  0.520
H  -0.406  -3.363  -3.267  -0.001
H  0.414  -3.999  -4.694  0.000
H  0.546  -2.256  -4.258  0.020
H  1.672  -4.751  -2.942  0.129
H  3.250  -4.340  -4.681  0.003
H  3.875  -3.375  -3.312  0.005
H  2.834  -2.717  -4.659  0.024
H  0.844  -3.098  -1.554  -0.018

**Spin multiplicity**: 4
**Net charge**: +1
**E_LUMO (spin up / spin down)**: -5.1 / -9.1 eV

For the records above, the corresponding electronic energy values read -2204.79417; -710.31251; -290.94608; -5302.21054 Eh.